Here is a molecular structure, C24H30GeN2OS2SiTi from OMol25. Energies are from ωB97M-V with the def2-TZVPD basis set.

Element x y z (Å)
Ti: 0.360 -0.284 -1.451
S: 0.860 1.692 -2.598
C: -0.774 2.101 -2.124
S: -1.763 0.767 -1.589
C: -1.222 3.389 -2.144
C: -2.551 3.724 -1.758
N: -3.623 4.003 -1.446
C: -0.364 4.458 -2.531
N: 0.324 5.328 -2.839
C: 1.336 -0.970 4.138
C: 1.859 -0.910 2.699
C: 3.261 -0.286 2.676
C: 1.929 -2.330 2.118
Si: 0.703 0.138 1.617
O: 1.167 -0.117 0.048
C: -1.042 -0.595 1.623
C: -2.111 -0.017 2.304
C: -3.383 -0.566 2.229
C: -3.602 -1.714 1.481
C: -2.550 -2.311 0.802
C: -1.283 -1.752 0.874
C: 0.686 1.985 1.936
C: 0.260 2.543 3.144
C: 0.198 3.918 3.308
C: 0.556 4.761 2.265
C: 1.003 4.226 1.065
C: 1.075 2.850 0.910
H: 1.982 -1.608 4.747
H: 0.322 -1.377 4.177
H: 1.320 0.024 4.593
H: 3.947 -0.878 3.289
H: 3.249 0.735 3.064
H: 3.655 -0.255 1.657
H: 2.666 -2.920 2.671
H: 2.232 -2.308 1.068
H: 0.965 -2.839 2.192
H: -1.952 0.893 2.871
H: -4.208 -0.090 2.743
H: -4.592 -2.148 1.427
H: -2.719 -3.214 0.229
H: -0.451 -2.247 0.368
H: -0.030 1.896 3.966
H: -0.136 4.335 4.250
H: 0.493 5.834 2.388
H: 1.288 4.879 0.250
H: 1.453 2.436 -0.013
C: 0.630 -3.526 -5.056
Ge: 0.048 -2.093 -3.826
C: -1.417 -2.814 -2.691
C: -0.607 -0.554 -4.873
C: 1.474 -1.586 -2.567
H: -0.209 -3.891 -5.649
H: 1.045 -4.362 -4.493
H: 1.395 -3.152 -5.737
H: -2.167 -3.303 -3.312
H: -1.916 -2.023 -2.129
H: -1.025 -3.556 -1.992
H: -1.116 -0.902 -5.773
H: 0.222 0.085 -5.174
H: -1.311 0.038 -4.295
H: 2.292 -1.083 -3.087
H: 1.869 -2.458 -2.041

Max |F|   1.413 eV/Å
Molar mass   575.2 Da
Energy   -139584.6543 eV
Spin multiplicity   1

Löwdin atomic charges, in units of e: atom 1 (Ti): 0.568, atom 2 (S): 0.702, atom 3 (C): -1.029, atom 4 (S): 0.672, atom 5 (C): -0.364, atom 6 (C): -0.233, atom 7 (N): 0.172, atom 8 (C): -0.244, atom 9 (N): 0.173, atom 10 (C): -0.084, atom 11 (C): -0.607, atom 12 (C): -0.085, atom 13 (C): -0.087, atom 14 (Si): 0.581, atom 15 (O): -0.371, atom 16 (C): -0.234, atom 17 (C): -0.072, atom 18 (C): -0.061, atom 19 (C): -0.070, atom 20 (C): -0.082, atom 21 (C): -0.154, atom 22 (C): -0.206, atom 23 (C): -0.102, atom 24 (C): -0.079, atom 25 (C): -0.073, atom 26 (C): -0.065, atom 27 (C): -0.087, atom 28 (H): 0.087, atom 29 (H): 0.080, atom 30 (H): 0.072, atom 31 (H): 0.086, atom 32 (H): 0.080, atom 33 (H): 0.083, atom 34 (H): 0.089, atom 35 (H): 0.073, atom 36 (H): 0.074, atom 37 (H): 0.097, atom 38 (H): 0.109, atom 39 (H): 0.107, atom 40 (H): 0.106, atom 41 (H): 0.091, atom 42 (H): 0.095, atom 43 (H): 0.105, atom 44 (H): 0.106, atom 45 (H): 0.105, atom 46 (H): 0.056, atom 47 (C): -0.213, atom 48 (Ge): 0.742, atom 49 (C): -0.224, atom 50 (C): -0.227, atom 51 (C): -0.387, atom 52 (H): 0.019, atom 53 (H): 0.017, atom 54 (H): 0.019, atom 55 (H): 0.029, atom 56 (H): -0.029, atom 57 (H): 0.026, atom 58 (H): 0.024, atom 59 (H): 0.013, atom 60 (H): -0.019, atom 61 (H): 0.012, atom 62 (H): 0.014

Here is a molecular structure, C24H30N2P2SSn from OMol25. Energies are from ωB97M-V with the def2-TZVPD basis set.

Element x y z (Å)
C: -0.008 -4.185 -0.434
C: 0.739 -3.010 -0.485
C: 0.733 -2.290 -1.734
C: -0.513 -2.309 -2.433
C: -1.310 -3.465 -2.350
C: -0.977 -4.449 -1.419
C: -0.891 -1.043 -3.055
C: 0.251 -0.391 -3.690
C: 1.481 -0.474 -2.967
C: 2.298 0.710 -2.991
C: 2.222 1.537 -4.108
C: 1.206 1.358 -5.058
C: 0.172 0.458 -4.812
H: 0.145 -4.876 0.399
H: -2.147 -3.586 -3.046
H: -1.515 -5.400 -1.406
H: -1.838 -1.028 -3.610
H: 2.954 2.338 -4.214
H: 1.197 1.972 -5.960
H: -0.692 0.373 -5.479
N: 1.782 -1.535 -2.158
Sn: -1.276 1.069 -0.305
C: 1.331 -2.321 0.705
H: 2.285 -1.854 0.427
H: 1.466 -3.000 1.554
C: 2.973 1.086 -1.702
H: 3.395 0.188 -1.228
H: 3.740 1.856 -1.848
P: 0.178 -0.891 1.237
P: 1.636 1.741 -0.518
C: 1.594 3.488 -1.076
H: 1.079 4.095 -0.318
H: 2.618 3.863 -1.212
H: 1.048 3.565 -2.026
C: 2.691 1.923 0.969
H: 3.429 2.720 0.799
H: 2.061 2.190 1.826
H: 3.218 0.983 1.177
C: -1.238 -1.833 1.919
H: -0.871 -2.597 2.618
H: -1.909 -1.147 2.456
H: -1.799 -2.322 1.111
C: 0.987 -0.472 2.824
H: 0.395 0.286 3.356
H: 1.044 -1.383 3.435
H: 1.998 -0.085 2.656
H: -1.169 -0.123 -1.860
H: -2.757 1.364 -1.210
S: -0.971 2.696 1.681
C: -2.061 2.005 2.829
N: -1.577 1.820 4.108
C: -2.298 1.163 5.072
C: -3.574 0.741 4.786
C: -4.125 0.973 3.515
C: -3.364 1.627 2.541
H: -0.643 2.156 4.317
H: -1.795 1.022 6.025
H: -4.157 0.231 5.549
H: -5.136 0.650 3.284
H: -3.735 1.825 1.537

Max |F|   2.950 eV/Å
Molar mass   559.2 Da
Charge   +2
Energy   -63580.5825 eV
Spin multiplicity   1

Löwdin atomic charges, in units of e: atom 1 (C): -0.028, atom 2 (C): -0.223, atom 3 (C): -0.202, atom 4 (C): -0.169, atom 5 (C): -0.006, atom 6 (C): -0.040, atom 7 (C): -0.041, atom 8 (C): -0.172, atom 9 (C): -0.201, atom 10 (C): -0.225, atom 11 (C): -0.026, atom 12 (C): -0.039, atom 13 (C): -0.006, atom 14 (H): 0.129, atom 15 (H): 0.130, atom 16 (H): 0.123, atom 17 (H): 0.140, atom 18 (H): 0.128, atom 19 (H): 0.122, atom 20 (H): 0.129, atom 21 (N): 0.228, atom 22 (Sn): 0.804, atom 23 (C): -0.233, atom 24 (H): 0.089, atom 25 (H): 0.105, atom 26 (C): -0.243, atom 27 (H): 0.088, atom 28 (H): 0.107, atom 29 (P): 0.789, atom 30 (P): 0.808, atom 31 (C): -0.267, atom 32 (H): 0.041, atom 33 (H): 0.062, atom 34 (H): 0.053, atom 35 (C): -0.266, atom 36 (H): 0.070, atom 37 (H): 0.019, atom 38 (H): 0.046, atom 39 (C): -0.261, atom 40 (H): 0.064, atom 41 (H): 0.029, atom 42 (H): 0.053, atom 43 (C): -0.252, atom 44 (H): 0.017, atom 45 (H): 0.065, atom 46 (H): 0.033, atom 47 (H): -0.027, atom 48 (H): -0.104, atom 49 (S): 0.584, atom 50 (C): -0.696, atom 51 (N): 0.075, atom 52 (C): -0.004, atom 53 (C): -0.014, atom 54 (C): 0.018, atom 55 (C): -0.082, atom 56 (H): 0.153, atom 57 (H): 0.151, atom 58 (H): 0.133, atom 59 (H): 0.137, atom 60 (H): 0.106

Here is 6 unconnected molecules or ions with the total composition C24H30N6 from OMol25. Energies are from ωB97M-V with the def2-TZVPD basis set.

Element x y z (Å)
N: 2.452 2.369 -3.476
C: 1.632 1.409 -3.086
C: 2.271 0.401 -2.338
C: 3.615 0.875 -2.259
C: 3.753 2.029 -3.037
H: 2.308 3.224 -3.994
H: 0.593 1.393 -3.383
H: 1.804 -0.441 -1.850
H: 4.407 0.239 -1.893
H: 4.604 2.651 -3.268
N: -5.526 2.752 5.574
C: -6.360 2.025 4.808
C: -5.590 1.566 3.680
C: -4.365 2.139 3.791
C: -4.298 2.757 4.966
H: -5.634 3.119 6.509
H: -7.286 1.698 5.257
H: -5.899 0.889 2.896
H: -3.595 2.108 3.035
H: -3.476 3.299 5.411
N: -0.183 0.812 -0.670
C: -0.649 1.549 0.364
C: -1.700 0.789 0.917
C: -1.790 -0.461 0.255
C: -0.744 -0.442 -0.668
H: 0.595 1.132 -1.229
H: -0.260 2.490 0.725
H: -2.402 1.137 1.660
H: -2.589 -1.186 0.305
H: -0.329 -1.150 -1.371
N: 3.150 -3.600 -1.291
C: 1.784 -3.495 -1.242
C: 1.383 -3.288 -2.528
C: 2.537 -3.299 -3.390
C: 3.633 -3.548 -2.544
H: 3.726 -3.662 -0.464
H: 1.204 -3.535 -0.332
H: 0.318 -3.182 -2.674
H: 2.529 -3.075 -4.446
H: 4.700 -3.619 -2.695
N: -2.907 -4.469 -3.852
C: -1.993 -4.765 -2.896
C: -1.979 -3.713 -1.976
C: -2.719 -2.639 -2.477
C: -3.295 -3.184 -3.625
H: -3.112 -4.930 -4.727
H: -1.342 -5.625 -2.942
H: -1.431 -3.779 -1.048
H: -2.945 -1.650 -2.106
H: -3.884 -2.604 -4.320
N: 3.443 2.993 4.554
C: 2.460 3.464 3.642
C: 2.993 3.346 2.336
C: 4.243 2.805 2.477
C: 4.520 2.602 3.820
H: 3.377 3.069 5.559
H: 1.560 3.911 4.037
H: 2.383 3.569 1.474
H: 4.894 2.439 1.696
H: 5.410 2.295 4.348

Max |F|   4.032 eV/Å
Molar mass   402.5 Da
Energy relative to the best compared isomer or geometry (same formula, charge and spin)   0.000 eV
Charge   +1
Energy   -34304.2968 eV
<S²>   0.762
Spin multiplicity   2

Löwdin atomic charges, in units of e: atom 1 (N): 0.027, atom 2 (C): -0.204, atom 3 (C): -0.100, atom 4 (C): -0.089, atom 5 (C): -0.071, atom 6 (H): 0.160, atom 7 (H): 0.116, atom 8 (H): 0.071, atom 9 (H): 0.095, atom 10 (H): 0.110, atom 11 (N): 0.016, atom 12 (C): -0.104, atom 13 (C): -0.100, atom 14 (C): -0.172, atom 15 (C): -0.159, atom 16 (H): 0.158, atom 17 (H): 0.107, atom 18 (H): 0.089, atom 19 (H): 0.070, atom 20 (H): 0.111, atom 21 (N): 0.093, atom 22 (C): 0.058, atom 23 (C): 0.027, atom 24 (C): 0.018, atom 25 (C): 0.029, atom 26 (H): 0.089, atom 27 (H): 0.150, atom 28 (H): 0.093, atom 29 (H): 0.124, atom 30 (H): 0.120, atom 31 (N): -0.011, atom 32 (C): -0.155, atom 33 (C): -0.141, atom 34 (C): -0.070, atom 35 (C): -0.121, atom 36 (H): 0.152, atom 37 (H): 0.104, atom 38 (H): 0.055, atom 39 (H): 0.089, atom 40 (H): 0.114, atom 41 (N): 0.039, atom 42 (C): -0.125, atom 43 (C): -0.161, atom 44 (C): -0.114, atom 45 (C): -0.143, atom 46 (H): 0.162, atom 47 (H): 0.118, atom 48 (H): 0.087, atom 49 (H): 0.077, atom 50 (H): 0.110, atom 51 (N): 0.012, atom 52 (C): -0.110, atom 53 (C): -0.135, atom 54 (C): -0.142, atom 55 (C): -0.137, atom 56 (H): 0.147, atom 57 (H): 0.091, atom 58 (H): 0.077, atom 59 (H): 0.093, atom 60 (H): 0.111

- Which value of max |F| does entry 1 give?
  1.413 eV/Å

- Among the records above, which one has the highest max |F|?
  C24H30N6

- Which of these has the highest max |F|?
  C24H30N6

- The highest spin multiplicity belongs to which entry?
  C24H30N6